Record 1
{
  "formula": "C13H6BrF5GaO9P2S",
  "method": "ωB97M-V with the def2-TZVPD basis set",
  "orbital_gap_ev": 8.1,
  "mol_weight_g_mol": 644.81,
  "energy_ev": -197437.33216,
  "e_homo_ha": -0.21357,
  "total_charge": -1,
  "lumo_ev": 2.2640,
  "relative_energy_kcal_mol": 31.0,
  "elements": ["Ga", "O", "P", "O", "O", "O", "P", "O", "O", "O", "H", "H", "F", "C", "C", "F", "C", "F", "C", "S", "C", "F", "C", "F", "Br", "C", "C", "C", "C", "C", "C", "C", "O", "O", "H", "H", "H", "H"],
  "coordinates": [[0.366, -0.061, -0.469], [4.414, -0.566, -1.702], [3.281, -1.099, -0.691], [3.869, -1.608, 0.551], [2.246, 0.037, -0.627], [2.620, -2.257, -1.620], [1.035, -2.541, -1.550], [0.465, -1.314, -2.490], [0.710, -3.853, -2.102], [0.554, -2.052, -0.190], [5.244, -0.566, -1.202], [0.513, -1.512, -3.432], [-6.658, 2.662, 0.270], [-5.553, 1.923, 0.133], [-4.306, 2.513, 0.150], [-4.201, 3.838, 0.299], [-3.166, 1.740, 0.016], [-2.003, 2.382, 0.053], [-3.202, 0.357, -0.144], [-1.863, -0.764, -0.301], [-4.487, -0.202, -0.159], [-4.627, -1.522, -0.308], [-5.636, 0.552, -0.024], [-6.836, -0.040, -0.043], [2.079, 6.935, -2.284], [1.787, 5.790, -0.794], [2.019, 6.277, 0.482], [1.815, 5.438, 1.568], [1.381, 4.137, 1.375], [1.147, 3.668, 0.088], [1.354, 4.496, -1.010], [0.691, 2.263, -0.131], [0.482, 1.849, -1.301], [0.533, 1.500, 0.866], [2.356, 7.295, 0.620], [2.002, 5.806, 2.569], [1.221, 3.469, 2.210], [1.175, 4.109, -2.002]]
}

---

Record 2
{
  "formula": "C13H7F5N2O2OsS5Se",
  "method": "ωB97M-V with the def2-TZVPD basis set",
  "orbital_gap_ev": [6.5, 5.4],
  "mol_weight_g_mol": 747.73,
  "energy_ev": -156239.39066,
  "e_homo_ha": [-0.26917, -0.31256],
  "lumo_ev": [-0.8714, -3.0602],
  "multiplicity": 5,
  "relative_energy_kcal_mol": 28.0,
  "elements": ["Os", "S", "C", "S", "C", "C", "S", "S", "S", "C", "C", "N", "O", "C", "C", "N", "O", "H", "H", "H", "H", "H", "H", "H", "F", "C", "C", "F", "C", "F", "C", "Se", "C", "F", "C", "F"],
  "coordinates": [[-18.003, 2.846, 2.129], [-14.625, -3.473, 1.687], [-15.418, -2.041, 1.834], [-15.739, -0.926, 0.469], [-16.527, 0.264, 1.364], [-16.433, 0.165, 2.779], [-16.917, 1.558, 3.626], [-16.155, -1.428, 3.331], [-17.189, 1.630, 0.596], [-22.144, 1.951, 3.625], [-20.863, 2.474, 3.041], [-19.768, 1.758, 2.785], [-20.029, 0.399, 2.856], [-20.611, 3.897, 2.811], [-21.700, 4.839, 3.249], [-19.424, 4.299, 2.367], [-19.178, 5.546, 2.120], [-23.013, 2.500, 3.115], [-22.294, 2.058, 4.674], [-22.304, 0.885, 3.449], [-19.189, -0.004, 3.239], [-22.526, 4.221, 3.538], [-22.133, 5.384, 2.355], [-21.307, 5.516, 3.980], [-11.012, 4.579, -0.991], [-12.255, 4.599, -0.438], [-13.039, 5.741, -0.259], [-12.718, 6.903, -0.860], [-14.246, 5.609, 0.466], [-14.958, 6.776, 0.548], [-14.806, 4.352, 0.892], [-16.517, 4.639, 1.838], [-13.945, 3.258, 0.805], [-14.228, 2.179, 1.557], [-12.689, 3.389, 0.195], [-11.833, 2.362, 0.127]]
}

---

Record 3
{
  "formula": "C13H7IrN5O9S",
  "method": "ωB97M-V with the def2-TZVPD basis set",
  "orbital_gap_ev": 6.8,
  "mol_weight_g_mol": 601.51,
  "energy_ev": -53142.30615,
  "e_homo_ha": -0.20868,
  "total_charge": -1,
  "lumo_ev": 1.1232,
  "relative_energy_kcal_mol": 60.1,
  "elements": ["Ir", "O", "C", "O", "C", "C", "C", "C", "C", "C", "O", "N", "O", "O", "N", "O", "O", "H", "H", "S", "C", "N", "C", "N", "C", "C", "C", "O", "N", "C", "O", "H", "H", "H", "H", "H"],
  "coordinates": [[0.738, -2.712, 1.151], [3.350, -0.484, -0.296], [2.637, -1.212, 0.323], [2.796, -2.323, 0.938], [0.105, -0.324, -0.309], [0.176, 1.237, -0.338], [-1.196, 1.828, -0.428], [-2.325, 1.101, -0.437], [-2.371, -0.309, -0.255], [-1.221, -1.042, 0.018], [-1.194, -2.210, 0.526], [-3.684, -0.907, -0.186], [-3.772, -2.118, -0.198], [-4.651, -0.153, -0.169], [-1.297, 3.251, -0.642], [-0.246, 3.850, -0.854], [-2.383, 3.799, -0.581], [2.098, 1.730, 0.474], [-3.271, 1.611, -0.558], [0.168, -7.143, 2.883], [0.362, -5.675, 2.242], [0.503, -4.617, 1.762], [1.407, 2.012, -2.592], [0.807, 1.081, -1.670], [1.057, 1.781, 0.807], [0.858, 0.962, 2.073], [0.953, -0.354, 1.931], [0.830, -1.443, 2.677], [1.129, -0.874, 0.571], [0.622, -0.254, -1.774], [0.831, -1.066, -2.632], [2.005, 2.735, -2.041], [0.655, 2.549, -3.172], [2.049, 1.444, -3.263], [0.829, 2.826, 0.992], [0.647, 1.423, 3.025]]
}

---

Record 4
{
  "formula": "C13H8MgN2O5S2",
  "method": "ωB97M-V with the def2-TZVPD basis set",
  "orbital_gap_ev": 7.0,
  "mol_weight_g_mol": 360.66,
  "energy_ev": -53943.21839,
  "e_homo_ha": -0.28225,
  "lumo_ev": -0.6555,
  "relative_energy_kcal_mol": 74.7,
  "elements": ["Mg", "C", "C", "N", "C", "C", "S", "C", "C", "S", "C", "N", "C", "H", "H", "H", "H", "H", "H", "H", "H", "O", "C", "C", "O", "C", "C", "O", "C", "O", "O"],
  "coordinates": [[1.027, -0.707, 1.297], [4.134, -1.527, -1.004], [2.715, -1.380, -1.436], [1.706, -1.239, -0.614], [0.513, -1.159, -1.281], [0.570, -1.237, -2.627], [2.224, -1.403, -3.072], [-1.641, -0.297, -0.771], [-2.131, 0.710, -0.011], [-3.535, 1.284, -0.797], [-3.327, 0.140, -2.064], [-2.287, -0.633, -1.911], [-4.251, 0.067, -3.234], [4.365, -2.582, -0.848], [4.291, -1.011, -0.058], [4.814, -1.127, -1.753], [-0.235, -1.200, -3.338], [-1.761, 1.143, 0.911], [-5.178, 0.603, -3.040], [-4.480, -0.974, -3.455], [-3.780, 0.506, -4.115], [0.164, 3.153, 5.148], [0.409, 2.282, 4.367], [-0.385, 1.893, 3.098], [-1.397, 2.466, 2.731], [0.294, 0.781, 2.491], [1.409, 0.431, 3.235], [2.180, -0.564, 2.886], [1.605, 1.317, 4.425], [2.487, 1.305, 5.238], [-0.518, -1.041, -0.398]]
}

---

Record 5
{
  "formula": "C13H8MnNO6S3",
  "method": "ωB97M-V with the def2-TZVPD basis set",
  "orbital_gap_ev": [8.1, 8.0],
  "mol_weight_g_mol": 425.35,
  "energy_ev": -91213.37824,
  "e_homo_ha": [-0.20645, -0.19712],
  "total_charge": -1,
  "lumo_ev": [2.4692, 2.6070],
  "multiplicity": 4,
  "relative_energy_kcal_mol": 0.0,
  "elements": ["Mn", "O", "S", "O", "O", "C", "C", "C", "C", "C", "C", "S", "O", "O", "O", "H", "H", "H", "H", "S", "N", "C", "C", "C", "C", "C", "C", "C", "H", "H", "H", "H"],
  "coordinates": [[0.046, 0.071, -0.917], [-2.154, -0.347, -1.396], [-2.025, -1.509, -0.522], [-2.521, -2.728, -1.005], [-0.584, -1.587, -0.224], [-2.865, -1.201, 0.975], [-3.935, -2.047, 1.259], [-4.819, -1.673, 2.214], [-4.734, -0.401, 2.772], [-3.610, 0.390, 2.606], [-2.645, -0.044, 1.707], [-1.648, 1.385, 1.329], [-1.688, 2.101, 2.553], [-0.295, 0.919, 0.873], [-2.362, 2.007, 0.231], [-3.994, -3.032, 0.739], [-5.548, -2.371, 2.548], [-5.530, -0.134, 3.481], [-3.470, 1.346, 3.137], [0.848, 1.605, -2.450], [7.642, -0.359, -1.639], [6.605, 0.133, -1.569], [5.219, 0.473, -1.668], [4.838, 1.770, -1.323], [3.523, 2.081, -1.552], [2.578, 1.094, -1.947], [3.017, -0.275, -1.953], [4.365, -0.595, -1.924], [5.558, 2.479, -1.002], [3.117, 3.083, -1.377], [2.291, -1.072, -1.956], [4.780, -1.563, -2.001]]
}

---

Record 6
{
  "formula": "C13H9BrN3O9S2Tc",
  "method": "ωB97M-V with the def2-TZVPD basis set",
  "orbital_gap_ev": [6.7, 7.8],
  "mol_weight_g_mol": 593.26,
  "energy_ev": -130421.43013,
  "e_homo_ha": [-0.48446, -0.50646],
  "total_charge": 1,
  "lumo_ev": [-6.5117, -5.9675],
  "multiplicity": 4,
  "relative_energy_kcal_mol": 18.5,
  "elements": ["Tc", "C", "C", "C", "C", "C", "Br", "N", "C", "H", "H", "H", "H", "H", "H", "O", "C", "O", "C", "C", "C", "C", "C", "C", "N", "O", "O", "N", "O", "O", "H", "H", "H", "O", "S", "O", "O", "S"],
  "coordinates": [[0.682, -0.979, 1.872], [-0.498, 4.641, 1.725], [0.490, 3.520, 1.755], [1.866, 3.738, 1.741], [2.763, 2.676, 1.839], [2.212, 1.429, 1.921], [3.140, -0.262, 2.123], [0.907, 1.175, 1.870], [0.053, 2.197, 1.804], [-0.002, 5.608, 1.719], [-1.156, 4.589, 2.593], [-1.139, 4.569, 0.845], [2.242, 4.749, 1.654], [3.833, 2.825, 1.845], [-1.001, 1.947, 1.802], [-3.264, -0.236, 0.958], [-2.160, -0.604, 0.690], [-1.182, -0.715, 1.589], [-1.737, -0.883, -0.737], [-0.446, -1.282, -1.012], [0.024, -1.348, -2.308], [-0.816, -1.113, -3.378], [-2.129, -0.774, -3.090], [-2.600, -0.630, -1.797], [-3.054, -0.502, -4.218], [-4.170, -0.134, -3.928], [-2.610, -0.666, -5.333], [1.466, -1.587, -2.493], [1.855, -1.868, -3.597], [2.168, -1.444, -1.498], [0.246, -1.557, -0.225], [-0.466, -1.178, -4.399], [-3.621, -0.318, -1.625], [2.900, -5.373, 2.646], [1.769, -5.565, 1.808], [0.566, -6.099, 2.336], [1.909, -5.406, 0.401], [0.962, -3.140, 2.100]]
}